Entry 1:
The following is a DFT calculation (ωB97M-V/def2-TZVPD) of a molecular structure, C4H5NOS.

Element x y z (Å)
C -0.108 -0.776 1.231
C -0.699 -1.205 -0.109
C -0.247 -0.259 -1.330
C 0.981 0.129 -1.476
H -0.540 2.292 2.065
H -0.333 -1.403 2.453
H -0.790 0.096 -2.276
H 1.792 -0.121 -0.716
H 1.288 1.166 -2.332
N -0.051 0.330 1.760
O -1.558 -1.961 0.110
S 0.265 1.714 0.619

Computed properties:
Energy above the lowest of the compared OMol25 structures with the same formula, charge and spin: 7.771 eV
Net charge: 0
LUMO energy: -0.5171 eV
Spin multiplicity: 1


Entry 2:
The following is a DFT calculation (ωB97M-V/def2-TZVPD) of a molecular structure, C47H50GaN4PS3Si.

Element x y z (Å)
Ga -1.308 1.860 1.114
N -2.056 0.222 0.468
S -2.060 -1.013 -0.291
N -0.949 -1.233 -1.475
S 0.562 -1.480 -1.260
N 1.399 -0.640 -0.267
S 1.456 0.996 -0.195
N 0.565 1.673 0.732
C 3.146 1.211 0.247
C 4.094 0.207 0.089
C 5.410 0.479 0.432
C 5.757 1.733 0.920
C 4.793 2.721 1.080
C 3.474 2.465 0.746
C 1.331 1.582 -1.875
C 2.436 1.686 -2.712
C 2.257 2.191 -3.992
C 0.996 2.589 -4.417
C -0.099 2.480 -3.570
C 0.064 1.977 -2.290
C 1.194 -1.426 -2.908
C 2.545 -1.729 -3.056
C 3.086 -1.713 -4.328
C 2.283 -1.402 -5.421
C 0.938 -1.111 -5.251
C 0.374 -1.126 -3.982
C 0.932 -3.124 -0.738
C 0.575 -4.146 -1.611
C 0.867 -5.448 -1.250
C 1.488 -5.709 -0.032
C 1.830 -4.674 0.826
C 1.561 -3.358 0.474
C -1.983 -2.460 0.723
C -1.755 -2.254 2.074
C -1.663 -3.358 2.911
C -1.822 -4.634 2.391
C -2.075 -4.823 1.035
C -2.157 -3.732 0.188
C -3.510 -1.218 -1.279
C -4.619 -1.859 -0.748
C -5.803 -1.844 -1.473
C -5.866 -1.186 -2.692
C -4.749 -0.534 -3.202
C -3.559 -0.542 -2.494
H 3.803 -0.766 -0.276
H 6.163 -0.290 0.325
H 6.786 1.939 1.182
H 5.070 3.691 1.470
H 2.703 3.215 0.875
H 3.420 1.387 -2.375
H 3.109 2.289 -4.652
H 0.869 2.998 -5.411
H -1.078 2.803 -3.902
H -0.780 1.898 -1.617
H 3.154 -1.985 -2.198
H 4.131 -1.953 -4.470
H 2.711 -1.395 -6.415
H 0.319 -0.878 -6.108
H -0.673 -0.913 -3.825
H 0.098 -3.926 -2.559
H 0.614 -6.261 -1.918
H 1.714 -6.731 0.244
H 2.320 -4.888 1.767
H 1.825 -2.531 1.119
H -1.672 -1.241 2.444
H -1.480 -3.222 3.970
H -1.764 -5.492 3.048
H -2.217 -5.821 0.642
H -2.364 -3.862 -0.867
H -4.571 -2.363 0.208
H -6.676 -2.347 -1.080
H -6.794 -1.175 -3.248
H -4.806 -0.020 -4.152
H -2.680 -0.037 -2.875
C -1.079 5.071 -0.113
Si -2.409 3.883 0.434
C -3.447 4.654 1.780
C -3.487 3.356 -1.000
H -1.522 6.019 -0.429
H -0.492 4.674 -0.945
H -0.391 5.283 0.710
H -4.205 5.302 1.332
H -2.836 5.271 2.443
H -3.971 3.912 2.388
H -4.091 4.196 -1.352
H -4.163 2.550 -0.702
H -2.889 2.996 -1.842
C -1.783 0.764 4.840
P -0.803 1.580 3.543
C -0.789 3.329 4.047
C 0.879 0.965 3.808
C 1.232 -0.250 3.218
C 2.498 -0.780 3.405
C 3.432 -0.092 4.171
C 3.093 1.122 4.748
C 1.820 1.652 4.568
H -1.359 1.018 5.811
H -1.746 -0.318 4.709
H -2.824 1.087 4.796
H -0.481 3.459 5.084
H -1.797 3.727 3.930
H -0.119 3.893 3.395
H 0.517 -0.775 2.591
H 2.761 -1.729 2.954
H 4.422 -0.503 4.319
H 3.818 1.661 5.345
H 1.578 2.601 5.026

Computed properties:
Energy above the lowest of the compared OMol25 structures with the same formula, charge and spin: 0.000 eV
Net charge: +2
LUMO energy: -4.6882 eV
Spin multiplicity: 1


Entry 3:
The following is a DFT calculation (ωB97M-V/def2-TZVPD) of 2 unconnected molecules or ions with the total composition C3H10O.

Element x y z (Å)
C -0.210 1.750 -0.254
C 1.155 1.377 -0.847
H -0.852 0.885 -0.130
H -0.092 2.272 0.697
H -0.768 2.453 -0.881
H 1.039 0.845 -1.789
H 1.701 2.306 -1.014
H 1.689 0.746 -0.143
C -0.629 -2.253 1.108
O -0.215 -1.429 -0.016
H -0.569 -3.303 0.806
H -1.622 -1.951 1.422
H 0.184 -2.119 1.816
H -0.810 -1.579 -0.775

Computed properties:
Energy above the lowest of the compared OMol25 structures with the same formula, charge and spin: 0.659 eV
Net charge: 0
LUMO energy: 0.9123 eV
Spin multiplicity: 1
SMILES: CC.CO


Entry 4:
The following is a DFT calculation (ωB97M-V/def2-TZVPD) of a molecular structure, C4H12N4.

Element x y z (Å)
C -0.011 -0.728 1.552
C 0.763 1.323 -0.034
C 0.803 -0.935 -2.267
N -0.189 0.224 -0.033
N -1.536 0.605 0.405
C -0.474 -0.653 -1.591
N -0.095 -0.197 2.810
N -1.667 -0.873 -1.708
H -1.710 1.534 0.010
H -2.142 -0.230 -0.602
H 0.686 0.356 3.136
H -1.003 0.180 3.050
H -0.842 -1.386 1.323
H 0.983 -1.111 1.337
H 0.484 2.118 -0.735
H 1.757 0.968 -0.311
H 0.825 1.804 0.948
H 1.263 0.005 -2.583
H 1.489 -1.434 -1.580
H 0.616 -1.570 -3.130

Computed properties:
Energy above the lowest of the compared OMol25 structures with the same formula, charge and spin: 4.636 eV
Net charge: 0
LUMO energy: 0.7289 eV
Spin multiplicity: 1


Entry 5:
The following is a DFT calculation (ωB97M-V/def2-TZVPD) of a molecular structure, C24H27CrN5O5S.

Element x y z (Å)
Cr -0.103 0.400 0.069
C 1.157 3.888 2.689
C 0.245 2.698 2.810
O -0.326 2.252 1.845
N 0.115 2.168 4.087
C -0.171 0.744 4.186
C 1.092 -0.079 4.034
C 1.416 -1.129 4.886
C 2.559 -1.868 4.613
C 3.339 -1.523 3.525
C 2.960 -0.422 2.764
N 1.870 0.282 3.027
H 0.865 4.465 1.816
H 2.166 3.509 2.511
H 1.144 4.511 3.588
H 0.846 2.467 4.716
H -0.859 0.518 3.369
H -0.666 0.512 5.130
H 0.762 -1.384 5.712
H 2.820 -2.720 5.229
H 4.214 -2.097 3.253
H 3.536 -0.096 1.904
C -3.638 6.234 3.561
C -3.412 5.081 2.616
C -2.756 5.264 1.405
C -2.519 4.195 0.549
C -2.942 2.929 0.904
C -3.609 2.727 2.100
C -3.840 3.799 2.949
S -2.650 1.551 -0.197
O -3.860 1.516 -1.000
O -2.454 0.389 0.689
N -1.328 1.856 -0.954
C -1.354 1.662 -2.415
C -0.940 0.236 -2.838
O -1.045 -0.042 -4.043
O -0.512 -0.498 -1.898
H -3.090 7.120 3.236
H -3.304 5.984 4.571
H -4.697 6.500 3.623
H -2.408 6.256 1.134
H -1.964 4.315 -0.374
H -3.917 1.723 2.366
H -4.342 3.636 3.898
H -0.645 2.360 -2.864
H -2.340 1.858 -2.836
N 2.579 2.160 -0.211
C 1.653 1.459 -0.119
C -1.007 -2.116 2.303
C 0.239 -2.377 1.506
C 0.993 -3.537 1.515
C 2.047 -3.325 0.588
C 1.866 -2.052 0.068
C 2.687 -1.416 -1.012
N 0.772 -1.459 0.636
H -0.792 -1.795 3.331
H -1.602 -3.031 2.374
H -1.633 -1.354 1.840
H 0.789 -4.425 2.102
H 2.823 -4.022 0.296
H 3.355 -2.172 -1.435
H 3.291 -0.578 -0.656
H 2.047 -1.029 -1.807

Computed properties:
Energy above the lowest of the compared OMol25 structures with the same formula, charge and spin: 0.000 eV
Net charge: -2
LUMO energy (spin up / spin down): 4.1809 / 4.1806 eV
Spin multiplicity: 5


Entry 6:
The following is a DFT calculation (ωB97M-V/def2-TZVPD) of 2 unconnected molecules or ions with the total composition C5H9NO.

Element x y z (Å)
C 0.586 -1.683 -1.349
C -0.322 -0.708 -1.463
O -0.175 0.637 -1.300
C 1.113 1.143 -0.969
H 0.295 -2.712 -1.535
H 1.622 -1.503 -1.093
H -1.355 -0.919 -1.725
H 1.902 0.703 -1.586
H 1.107 2.221 -1.160
H 1.324 0.985 0.093
C -1.005 -0.178 2.049
C -1.046 1.280 1.937
N -1.062 2.436 1.858
H -1.487 -0.510 2.972
H -1.524 -0.652 1.211
H 0.028 -0.538 2.058

Computed properties:
Energy above the lowest of the compared OMol25 structures with the same formula, charge and spin: 2.236 eV
Net charge: 0
LUMO energy: 0.7992 eV
Spin multiplicity: 1
SMILES: C=COC.CC#N


Question: Which of these has the highest net charge?
Answer: C47H50GaN4PS3Si


Question: Which formula does entry 5 have?
Answer: C24H27CrN5O5S


Repeat the first record exactly.
The following is a DFT calculation (ωB97M-V/def2-TZVPD) of a molecular structure, C4H5NOS.

Element x y z (Å)
C -0.108 -0.776 1.231
C -0.699 -1.205 -0.109
C -0.247 -0.259 -1.330
C 0.981 0.129 -1.476
H -0.540 2.292 2.065
H -0.333 -1.403 2.453
H -0.790 0.096 -2.276
H 1.792 -0.121 -0.716
H 1.288 1.166 -2.332
N -0.051 0.330 1.760
O -1.558 -1.961 0.110
S 0.265 1.714 0.619

Computed properties:
Energy above the lowest of the compared OMol25 structures with the same formula, charge and spin: 7.771 eV
Net charge: 0
LUMO energy: -0.5171 eV
Spin multiplicity: 1